{"formula": "C21H48BCl2N2O3", "method": "ωB97M-V/def2-TZVPD", "species": ["C", "C", "C", "C", "O", "C", "C", "Cl", "C", "C", "Cl", "C", "O", "B", "O", "H", "H", "H", "H", "H", "H", "H", "H", "H", "H", "H", "H", "H", "H", "H", "H", "H", "H", "C", "C", "N", "C", "C", "C", "C", "H", "H", "H", "H", "H", "H", "H", "H", "H", "H", "H", "H", "H", "H", "H", "C", "C", "N", "C", "C", "C", "C", "H", "H", "H", "H", "H", "H", "H", "H", "H", "H", "H", "H", "H", "H", "H"], "xyz": [[-1.11976, -0.72457, -1.91718], [-1.80040, 0.64386, -1.93061], [-1.16884, 1.68922, -1.00961], [0.30583, 1.93094, -1.25390], [1.06088, 0.81243, -0.85510], [2.38998, 1.07572, -0.45208], [2.46805, 1.71052, 0.95592], [4.07633, 1.43956, 1.71701], [1.40766, 1.34441, 1.99985], [0.17445, 2.25752, 2.00395], [0.93368, -0.38210, 1.96524], [3.16556, -0.21963, -0.72768], [3.18456, -0.24481, -2.12891], [3.50422, 1.16861, -2.51615], [2.99557, 1.96666, -1.30784], [-0.74611, -0.94784, -0.92105], [-0.24167, -0.72511, -2.56050], [-1.79852, -1.51119, -2.24691], [-2.83260, 0.50559, -1.59078], [-1.88687, 1.03732, -2.94551], [-1.37661, 1.41904, 0.02668], [-1.67400, 2.64266, -1.19297], [0.63815, 2.84487, -0.75436], [0.46268, 2.11397, -2.32261], [2.41646, 2.78546, 0.80604], [1.89296, 1.46191, 2.96267], [0.24641, 3.03181, 1.24420], [-0.74419, 1.69455, 1.88230], [0.11542, 2.76908, 2.96445], [4.19238, -0.09054, -0.38423], [2.68345, -1.10400, -0.31142], [4.69935, 1.39792, -2.70113], [2.82441, 1.45328, -3.51972], [0.40812, 0.04324, 5.66761], [1.15854, 0.27342, 6.96814], [2.50731, -0.26062, 6.92179], [3.15969, -0.30510, 8.21384], [3.45153, 1.02294, 8.92571], [3.31989, 0.19568, 5.80215], [3.52510, 1.70518, 5.62606], [0.43055, -1.00879, 5.38399], [-0.63507, 0.34750, 5.76856], [0.83650, 0.62192, 4.84989], [0.63130, -0.23041, 7.78386], [1.13387, 1.35110, 7.20289], [4.09494, -0.86094, 8.10183], [2.53195, -0.91527, 8.87246], [4.27086, 1.56647, 8.45687], [3.74171, 0.82884, 9.96101], [2.57630, 1.67310, 8.94740], [2.87479, -0.19330, 4.88332], [4.29193, -0.29800, 5.87408], [2.58631, 2.25605, 5.71125], [3.92764, 1.90046, 4.63026], [4.22864, 2.11807, 6.34905], [-5.38440, -3.66502, -7.35271], [-4.83284, -2.27635, -7.06512], [-4.55608, -2.05772, -5.65967], [-4.32178, -0.66411, -5.32388], [-3.09781, 0.02997, -5.93056], [-3.65858, -3.01879, -5.03809], [-2.26159, -3.19958, -5.64442], [-6.25102, -3.87293, -6.72354], [-5.69509, -3.73033, -8.39672], [-4.64109, -4.44479, -7.18433], [-5.57971, -1.53666, -7.36715], [-3.95222, -2.10615, -7.70594], [-4.27110, -0.58396, -4.23480], [-5.21670, -0.10443, -5.61751], [-2.17079, -0.30820, -5.47040], [-3.16561, 1.10590, -5.75829], [-3.02590, -0.12069, -7.00860], [-4.15864, -3.99139, -5.03570], [-3.56155, -2.74741, -3.98445], [-2.29916, -3.30919, -6.72975], [-1.80385, -4.10466, -5.24103], [-1.59574, -2.37211, -5.40740]], "forces_ev_per_a": [[0.3, 0.3, -0.2], [-0.4, -0.2, 0.3], [-0.2, 0.0, -0.4], [0.1, 0.2, -0.3], [-0.6, 0.0, 0.9], [1.0, 0.2, -0.8], [-0.5, -0.2, 0.1], [0.2, 0.0, -0.1], [0.0, 0.3, 0.1], [0.1, 0.1, 0.2], [0.0, -0.2, 0.1], [-0.2, 0.0, -0.6], [0.2, 0.1, 0.1], [-0.7, -0.1, -0.4], [0.1, 0.2, 0.1], [-0.1, -0.2, 0.1], [0.1, -0.1, 0.0], [-0.1, -0.1, 0.0], [-0.1, 0.1, 0.0], [0.2, 0.0, -0.1], [0.2, -0.1, -0.1], [-0.1, 0.1, 0.1], [0.0, 0.0, 0.1], [0.1, 0.0, -0.1], [0.1, 0.1, 0.0], [0.0, -0.1, 0.1], [-0.1, -0.1, -0.1], [0.0, 0.0, -0.1], [0.0, 0.0, 0.1], [0.0, -0.2, 0.5], [0.1, -0.1, 0.0], [0.0, 0.0, 0.2], [0.2, 0.0, 0.1], [-0.1, 0.0, 0.0], [0.0, 0.1, -0.1], [0.0, 0.0, 0.1], [0.0, -0.1, 0.1], [0.1, 0.0, 0.0], [0.0, 0.0, -0.2], [0.1, 0.0, 0.0], [0.0, 0.0, 0.0], [0.0, 0.0, 0.0], [0.0, 0.0, 0.0], [0.0, 0.0, 0.0], [0.0, 0.0, 0.0], [0.0, 0.0, 0.0], [-0.1, 0.0, 0.0], [0.0, 0.0, 0.0], [0.0, 0.0, 0.0], [0.0, 0.0, 0.0], [0.0, 0.0, 0.0], [0.0, 0.0, 0.1], [0.0, 0.0, 0.0], [0.0, 0.0, 0.0], [-0.1, 0.0, 0.1], [0.0, 0.0, 0.0], [0.0, -0.1, -0.1], [0.0, 0.0, 0.1], [-0.1, 0.2, 0.0], [0.0, 0.0, 0.1], [0.0, -0.2, 0.0], [0.0, 0.0, 0.1], [0.0, 0.0, 0.0], [0.0, 0.0, 0.0], [0.0, 0.0, 0.0], [0.0, 0.0, 0.0], [0.0, 0.0, 0.0], [0.0, 0.0, 0.0], [0.0, -0.1, -0.1], [0.0, 0.0, 0.0], [0.0, 0.0, 0.0], [0.0, 0.0, 0.0], [0.0, 0.0, 0.0], [0.0, 0.1, 0.0], [0.0, 0.0, 0.0], [0.0, 0.0, 0.0], [0.0, 0.0, 0.0]], "mulliken_charge": [-0.895, -0.391, -0.414, -0.591, -0.085, 0.027, -0.906, -0.259, 1.712, -1.701, -0.207, -0.582, -0.759, 1.292, -0.908, 0.212, 0.227, 0.241, 0.317, 0.264, 0.061, 0.301, 0.410, 0.335, 0.695, -0.577, 0.497, 0.318, 0.404, 0.454, 0.225, -0.337, -0.386, -1.076, -0.404, 0.125, -0.714, -0.981, -0.713, -0.855, 0.317, 0.476, -0.099, 0.499, 0.236, 0.358, 0.425, 0.224, 0.402, 0.273, 0.361, 0.351, 0.188, 0.296, 0.319, -1.421, -0.352, 0.101, -0.657, -1.011, -0.696, -0.950, 0.337, 0.436, 0.285, 0.449, 0.273, 0.346, 0.386, 0.144, 0.404, 0.349, 0.363, 0.325, 0.296, 0.382, 0.211], "max_force_ev_per_a": 1.30, "charge": -1, "homo_energy_ev": -4.12}